Entry from OMol25: C20H22N3O6PdS as an isolated structure (the ωB97M-V functional and the def2-TZVPD basis).

Structure (XYZ):
```
53
C20H22N3O6PdS (the ωB97M-V functional and the def2-TZVPD basis)
Pd 0.05196 -0.76097 0.19106
O 1.47718 -3.52120 -1.89949
C 0.83039 -2.51624 -1.98016
O -0.26695 -2.15046 -1.53377
C 1.53948 -1.35214 -2.94637
C 0.57437 -0.16654 -3.07137
C 1.09460 0.78104 -4.16705
C 2.28941 1.43775 -3.45921
C 2.24149 0.72767 -2.09117
O 0.84054 0.56152 -1.86862
C 2.73518 -0.71385 -2.30449
C 3.17700 -1.29971 -0.82541
O 4.33545 -1.60297 -0.74829
O 2.27752 -1.25828 0.02342
H 1.75489 -1.89940 -3.85895
H -0.48157 -0.42857 -3.14377
H 0.32393 1.50851 -4.41952
H 1.37288 0.25340 -5.07382
H 2.14070 2.50752 -3.32967
H 3.23681 1.28093 -3.97039
H 2.70193 1.26742 -1.26373
H 3.65259 -0.80293 -2.88262
C -1.78416 1.79652 -0.43636
C -2.56727 0.94799 0.50490
C -3.80399 1.36361 1.03001
C -4.50095 0.53018 1.86174
C -3.96325 -0.72705 2.20711
C -4.63555 -1.64860 3.03730
C -4.05809 -2.85787 3.34629
C -2.78282 -3.16817 2.88186
C -2.07325 -2.28421 2.07472
S -0.44774 -2.66807 1.64222
C -2.68406 -1.05520 1.67989
N -2.04835 -0.22201 0.83277
H -2.16544 2.81358 -0.47026
H -1.83255 1.37542 -1.44349
H -0.73539 1.80985 -0.12103
H -4.19961 2.33092 0.76768
H -5.46090 0.82252 2.25878
H -5.61230 -1.38592 3.41516
H -4.58377 -3.56770 3.96650
H -2.32025 -4.10277 3.15608
C 2.00463 3.24593 1.63404
N 2.56935 2.01852 2.14663
C 1.90395 0.85226 2.10279
N 2.50847 -0.23576 2.61795
O 0.73355 0.81641 1.66841
H 2.28852 4.08219 2.26785
H 0.92099 3.14784 1.62946
H 2.35175 3.44584 0.61736
H 3.50794 2.04721 2.50775
H 3.49995 -0.24332 2.79070
H 2.07082 -1.13263 2.44858
```

Calculated values
total charge: +1
gap between HOMO and LUMO (alpha / beta): 8.27 / 5.42 eV
E_HOMO (alpha / beta): -11.906 / -11.492 eV
E_tot: -1916.8682 Ha
maximum force: 1.68 eV/Å
LUMO level (alpha / beta): -3.64 / -6.07 eV
2S+1: 5

Löwdin atomic charge list, values in e, 5 entries: atom 1 (Pd): 0.951, atom 2 (O): 0.188, atom 3 (C): -0.593, atom 4 (O): -0.065, atom 5 (C): -0.051